C12H31ClIO2P2Ru | ωB97M-V/def2-TZVPD

CARTESIAN COORDINATES (ANGSTROEM)
1 C -0.0703 1.0504 -7.5983
2 C -0.0663 1.5941 -6.1959
3 H -0.0676 1.8828 -8.3115
4 H -0.9564 0.4383 -7.7654
5 H 0.8102 0.4307 -7.7678
6 O -0.0579 2.7625 -5.8826
7 I -0.0784 0.1490 -4.5439
8 Ru 0.0199 -0.1244 0.3590
9 P 2.1650 0.1311 0.0505
10 C 3.1596 1.3129 1.0205
11 C 2.8837 -1.4754 0.5743
12 H 3.9635 -1.4107 0.3831
13 H 3.9177 0.1593 -1.6045
14 H 2.4240 -2.2734 -0.0248
15 H 2.3563 -0.3945 -2.3178
16 H 2.9242 1.2307 2.0895
17 H 2.6959 -1.6574 1.6423
18 C 2.8262 0.3245 -1.6306
19 H 4.2304 1.1067 0.8696
20 H 2.6177 1.3403 -1.9976
21 H 2.9286 2.3331 0.6849
22 P -2.2751 0.1730 0.0443
23 C -3.2304 1.3545 1.0545
24 C -2.9726 0.3631 -1.6323
25 H -2.5396 -2.2316 0.0196
26 H -4.0842 -1.3819 0.4120
27 H -2.8071 -1.5550 1.6684
28 C -2.9995 -1.4176 0.5953
29 H -2.5154 -0.3649 -2.3195
30 H -4.0674 0.2115 -1.5927
31 H -4.3155 1.1876 0.9327
32 H -2.9858 2.3789 0.7374
33 H -2.7516 1.3781 -1.9967
34 H -2.9639 1.2331 2.1152
35 Cl -0.0665 -1.6569 -1.3654
36 C -0.4956 1.1314 4.0431
37 C 0.3449 0.6238 2.8775
38 O -0.4689 -0.4570 2.3803
39 C -0.0590 -1.8302 2.3917
40 C 0.7278 -2.1631 3.6591
41 H -1.4506 1.5319 3.6478
42 H 0.0186 1.8993 4.6222
43 H -0.7294 0.2758 4.7000
44 H 0.4649 1.3295 2.0128
45 H 1.3323 0.3061 3.2393
46 H -1.0119 -2.3805 2.3586
47 H 0.4969 -2.0552 1.4481
48 H 0.2074 -1.8138 4.5667
49 H 0.8300 -3.2408 3.7068
50 H 1.7413 -1.7395 3.6399

The value obtained for the HOMO energy (alpha / beta) is -14.186 / -14.180 eV. Its energy above the lowest of the compared OMol25 structures with the same formula, charge and spin is 0.0 kJ/mol. The net charge is +2. As for the spin multiplicity: 6. For the gap between HOMO and LUMO (alpha / beta), the calculation gives 8.8 / 4.4 eV. As for the expectation value of S²: 8.76.


C21H40F9N11O24S | ωB97M-V/def2-TZVPD

CARTESIAN COORDINATES (ANGSTROEM)
1 O -1.2625 -0.3607 4.3685
2 C -0.9262 -0.3734 3.2027
3 C -1.6277 -1.1831 2.1677
4 C -0.9136 -1.7234 1.1783
5 C 0.5576 -1.4695 1.1675
6 O 1.3608 -2.2900 0.7941
7 C 0.9899 -0.1408 1.7170
8 C 2.2086 0.5349 1.1302
9 C 1.7705 1.7549 0.3082
10 C 2.7449 2.1284 -0.7895
11 F 3.8664 2.7168 -0.3181
12 F 3.1617 0.9940 -1.4376
13 C 2.1839 2.9900 -1.9589
14 F 1.2255 2.2810 -2.5537
15 F 3.1386 3.2101 -2.8398
16 S 1.4020 4.6602 -1.4982
17 F 0.7178 4.7182 -2.9405
18 F 2.6497 5.4586 -2.0704
19 F 2.0670 4.6638 -0.0619
20 F 0.1231 3.9122 -0.9210
21 F 0.7104 6.0436 -1.1499
22 C 0.2600 0.3823 2.7098
23 H -2.6998 -1.3287 2.2461
24 H -1.3642 -2.3459 0.4159
25 H 2.8671 0.8314 1.9494
26 H 2.7373 -0.2026 0.5256
27 H 0.7711 1.6207 -0.1109
28 H 1.6933 2.6054 0.9889
29 H 0.5283 1.3275 3.1722
30 C -2.3227 5.9939 -2.3304
31 N -3.7777 5.7030 -2.2271
32 O -4.3008 5.0783 -3.1262
33 O -4.3523 6.1195 -1.2421
34 H -1.9513 5.5670 -3.2539
35 H -2.2100 7.0739 -2.3198
36 H -1.8437 5.5498 -1.4651
37 C 5.3305 4.4498 3.2310
38 N 3.8964 4.0758 3.3723
39 O 3.4236 3.3291 2.5366
40 O 3.2936 4.5442 4.3110
41 H 5.7251 3.9572 2.3504
42 H 5.3730 5.5306 3.1384
43 H 5.8380 4.1254 4.1342
44 C 0.0030 -6.3219 2.0541
45 N -0.2742 -5.3986 0.9220
46 O -1.2644 -4.6910 0.9963
47 O 0.4995 -5.4082 -0.0070
48 H -0.7654 -6.1792 2.8049
49 H -0.0025 -7.3345 1.6647
50 H 0.9850 -6.0662 2.4407
51 C 2.8620 -8.2942 -1.1027
52 N 1.9991 -9.1266 -0.2201
53 O 1.0589 -8.5805 0.3268
54 O 2.2839 -10.2979 -0.0998
55 H 2.4760 -7.2824 -1.1028
56 H 3.8685 -8.3430 -0.6968
57 H 2.8333 -8.7285 -2.0956
58 C -2.9603 -0.1679 7.1795
59 N -3.9161 -1.0684 7.8804
60 O -4.9502 -0.5887 8.2969
61 O -3.5914 -2.2328 7.9883
62 H -3.3822 0.8298 7.1653
63 H -2.0262 -0.1975 7.7316
64 H -2.8153 -0.5529 6.1749
65 C 4.8787 -5.9949 -4.9927
66 N 4.0108 -6.8767 -4.1688
67 O 3.0769 -6.3727 -3.5784
68 O 4.3001 -8.0564 -4.1311
69 H 4.4959 -4.9840 -4.9177
70 H 5.8850 -6.0724 -4.5955
71 H 4.8454 -6.3595 -6.0145
72 C 9.6855 -6.9040 -3.6257
73 N 8.9983 -6.5868 -4.9049
74 O 9.6298 -6.0462 -5.7834
75 O 7.8228 -6.8958 -4.9706
76 H 10.7135 -6.5681 -3.6913
77 H 9.1460 -6.3804 -2.8434
78 H 9.6262 -7.9796 -3.4873
79 C 8.4986 -5.6565 0.7267
80 N 7.8650 -5.3480 -0.5850
81 O 8.5469 -4.8016 -1.4342
82 O 6.7059 -5.6654 -0.7235
83 H 9.5265 -5.3161 0.6980
84 H 7.9266 -5.1381 1.4899
85 H 8.4349 -6.7310 0.8694
86 C -7.2732 5.2601 -1.2581
87 N -8.4857 4.5603 -0.7512
88 O -9.4452 5.2334 -0.4270
89 O -8.4458 3.3469 -0.6919
90 H -7.4542 6.3301 -1.2529
91 H -6.4499 4.9934 -0.6079
92 H -7.0900 4.8900 -2.2625
93 C -8.1997 10.2877 -2.8647
94 N -7.3367 9.2101 -2.3082
95 O -6.1753 9.1728 -2.6525
96 O -7.8663 8.4324 -1.5397
97 H -7.5978 10.8969 -3.5278
98 H -9.0161 9.8052 -3.3932
99 H -8.5785 10.8623 -2.0251
100 C -11.0501 3.2805 1.4086
101 N -12.2992 2.6470 1.9170
102 O -13.2312 3.3715 2.2026
103 O -12.3050 1.4366 2.0095
104 H -11.1957 4.3514 1.3779
105 H -10.2505 3.0024 2.0885
106 H -10.8575 2.8811 0.4199

The value obtained for the HOMO energy is -10.144 eV. Its SMILES is O=C1C=CC(=O)C(CCC(F)(F)C(F)(F)S(F)(F)(F)(F)F)=C1.C[N+](=O)[O-].C[N+](=O)[O-].C[N+](=O)[O-].C[N+](=O)[O-].C[N+](=O)[O-].C[N+](=O)[O-].C[N+](=O)[O-].C[N+](=O)[O-].C[N+](=O)[O-].C[N+](=O)[O-].C[N+](=O)[O-]. The net charge is 0. As for the spin multiplicity: 1. For the gap between HOMO and LUMO, the calculation gives 9.0 eV.


C23H45Cl18FNO2 | ωB97M-V/def2-TZVPD

CARTESIAN COORDINATES (ANGSTROEM)
1 C 0.7847 3.5708 -2.2898
2 C 1.4493 2.4250 -1.5258
3 O 0.5173 1.9259 -0.5678
4 C 0.7349 0.5754 -0.1495
5 C 0.4628 -0.4692 -1.2567
6 C -0.7473 -0.2080 -2.1442
7 C -2.1021 -0.3402 -1.4538
8 F -0.6780 1.0129 -2.8278
9 C 2.2155 0.4551 0.3038
10 C 2.5651 -0.6615 1.3155
11 C 3.7641 -0.1565 2.1531
12 C 3.0760 -1.8940 0.5579
13 N 1.4664 -0.9932 2.2496
14 O 0.8819 -2.1170 1.9881
15 C 0.4564 0.0916 2.3993
16 C 1.0011 1.3451 3.0804
17 C -0.6448 -0.4643 3.3503
18 C -0.2182 0.3657 1.0568
19 H 0.5630 3.2907 -3.3150
20 H -0.1664 3.7650 -1.8077
21 H 1.3624 4.4871 -2.2192
22 H 1.8216 1.6552 -2.1986
23 H 2.2923 2.8646 -0.9887
24 H 1.3411 -0.6097 -1.8854
25 H 0.2958 -1.4299 -0.7637
26 H -0.7550 -0.9812 -2.9132
27 H -2.4689 0.6063 -1.0666
28 H -2.0750 -1.1291 -0.7107
29 H -2.8007 -0.6751 -2.2197
30 H 2.5545 1.3933 0.7252
31 H 2.8313 0.2577 -0.5670
32 H 4.6851 -0.1774 1.5848
33 H 3.5908 0.8375 2.5576
34 H 3.8480 -0.8238 3.0106
35 H 3.0417 -2.7981 1.1565
36 H 4.1118 -1.6951 0.3026
37 H 2.5555 -2.0547 -0.3798
38 H 0.1945 1.9597 3.4554
39 H 1.7088 1.1030 3.8676
40 H 1.5431 1.9759 2.3772
41 H -1.0462 0.3643 3.9243
42 H -1.4439 -0.9553 2.8114
43 H -0.1853 -1.1229 4.0796
44 H -0.8131 -0.5138 0.8518
45 H -0.8956 1.2098 1.1330
46 C 6.9859 1.4148 -0.6425
47 Cl 6.9176 1.5631 1.1163
48 Cl 5.3658 1.3296 -1.3464
49 H 7.4996 2.2806 -1.0442
50 H 7.5196 0.5062 -0.8955
51 C -0.7317 -4.5630 -1.8066
52 Cl 0.4457 -3.8961 -0.6732
53 Cl -0.9589 -3.4834 -3.1901
54 H -0.3741 -5.5235 -2.1617
55 H -1.6861 -4.6738 -1.2945
56 C -4.8731 -4.8877 -0.0255
57 Cl -4.7370 -3.1950 -0.5117
58 Cl -3.3553 -5.7584 -0.2780
59 H -5.1231 -4.9307 1.0286
60 H -5.6460 -5.3625 -0.6179
61 C -3.6634 3.4036 -2.1764
62 Cl -2.7428 4.8264 -1.6767
63 Cl -4.4011 2.5843 -0.7912
64 H -4.4525 3.7210 -2.8477
65 H -2.9944 2.7086 -2.6743
66 C 2.6296 6.7867 -3.5207
67 Cl 2.5943 6.8952 -1.7561
68 Cl 1.0040 6.6376 -4.2040
69 H 3.0890 7.6862 -3.9143
70 H 3.2116 5.9125 -3.7977
71 C -2.6612 -8.6139 2.3673
72 Cl -4.0395 -7.5108 2.4886
73 Cl -2.6545 -9.4869 0.8327
74 H -1.7496 -8.0328 2.4425
75 H -2.7211 -9.3312 3.1768
76 C -6.3691 -7.4199 5.3486
77 Cl -7.7125 -8.5277 5.0434
78 Cl -6.9345 -5.8192 5.8422
79 H -5.7543 -7.8303 6.1409
80 H -5.7935 -7.3171 4.4368
81 C -5.6099 5.6584 0.5538
82 Cl -5.7380 5.7077 2.3172
83 Cl -7.1938 5.7841 -0.2247
84 H -4.9957 6.4886 0.2264
85 H -5.1608 4.7153 0.2640
86 C 6.7040 4.8558 -3.8005
87 Cl 6.6767 5.0073 -2.0415
88 Cl 5.0703 4.7262 -4.4690
89 H 7.1826 5.7339 -4.2171
90 H 7.2555 3.9624 -4.0679

The value obtained for the HOMO energy (alpha / beta) is -8.374 / -9.097 eV. The net charge is 0. As for the spin multiplicity: 2. For the gap between HOMO and LUMO (alpha / beta), the calculation gives 8.7 / 9.4 eV. As for the expectation value of S²: 0.75.


CH5ClN2 | ωB97M-V/def2-TZVPD

CARTESIAN COORDINATES (ANGSTROEM)
1 C 0.3095 0.2286 0.5185
2 N -1.0159 -1.3944 -0.0918
3 N -0.0260 1.3314 -0.2281
4 Cl 1.9139 -0.3011 0.2811
5 H -0.0407 0.3274 1.6487
6 H -0.6497 -1.3274 -0.9949
7 H -0.3829 -1.9502 0.4408
8 H 0.7873 1.8209 -0.7980
9 H -0.8954 1.2649 -0.7762

The value obtained for the HOMO energy is -8.794 eV. Its energy above the lowest of the compared OMol25 structures with the same formula, charge and spin is 259.8 kJ/mol. The net charge is 0. As for the spin multiplicity: 1. For the gap between HOMO and LUMO, the calculation gives 9.3 eV.